Formula: C19H45Ba2NO11
Source: OMol25
Level of theory: ωB97M-V/def2-TZVPD

```
78
C19H45Ba2NO11 | OMol25 | ωB97M-V/def2-TZVPD
Ba 25.34 6.87 22.38
Ba 28.53 6.81 16.25
O 26.40 11.23 11.58
C 26.75 10.25 12.34
O 27.78 9.63 12.02
O 26.11 10.00 13.32
H 27.18 11.11 11.03
O 22.23 7.56 16.45
C 22.82 7.07 17.57
O 22.20 6.43 18.44
O 24.03 7.24 17.81
H 23.03 7.89 16.03
C 24.48 -0.12 14.27
C 23.31 0.42 15.11
O 23.67 1.80 15.35
H 24.04 -1.12 14.22
H 25.38 -0.28 14.86
H 24.55 0.19 13.23
H 23.10 -0.19 15.99
H 22.38 0.33 14.55
H 23.74 1.90 16.30
C 17.71 -0.26 20.42
C 18.16 1.03 19.70
O 18.85 1.92 20.48
H 16.99 0.15 21.13
H 18.41 -0.66 21.14
H 17.35 -1.08 19.79
H 17.26 1.54 19.35
H 18.85 0.88 18.87
H 19.21 2.65 19.96
C 19.80 3.92 25.77
C 21.19 3.40 25.59
O 21.58 3.86 24.33
H 19.70 3.77 26.85
H 19.12 3.37 25.12
H 19.71 4.97 25.52
H 21.19 2.32 25.47
H 21.91 3.56 26.39
H 21.18 3.26 23.70
C 15.81 7.36 20.43
C 16.91 8.00 21.28
O 17.63 9.01 20.56
H 14.85 7.86 20.56
H 15.80 6.27 20.52
H 15.96 7.45 19.36
H 17.76 7.36 21.54
H 16.49 8.56 22.11
H 17.56 8.69 19.66
C 18.94 9.11 11.69
C 17.59 8.39 11.47
C 17.50 8.38 9.91
C 16.42 7.43 9.37
C 16.78 5.97 9.84
C 16.93 5.80 11.31
N 17.73 6.96 11.89
O 17.81 6.94 13.30
C 15.54 5.61 11.97
C 17.80 4.56 11.64
C 16.33 8.98 12.15
H 19.78 8.57 11.26
H 19.23 9.27 12.73
H 19.01 10.09 11.22
H 17.11 9.36 9.65
H 18.43 8.19 9.37
H 16.39 7.48 8.28
H 15.50 7.81 9.83
H 17.54 5.47 9.24
H 16.04 5.33 9.36
H 14.98 4.67 11.90
H 15.68 5.90 13.01
H 14.90 6.46 11.75
H 18.16 4.53 12.67
H 17.15 3.69 11.51
H 18.62 4.62 10.93
H 16.45 9.10 13.22
H 15.46 8.38 11.88
H 16.18 10.02 11.85
H 18.75 7.05 13.44
```

Charge: +2
E: -45804.947 eV
Kohn-Sham gap: 1.2 eV